A 4-piece molecular cluster, C20H26F9N2O7PS overall at a distorted geometry, computed with the ωB97M-V functional and the def2-TZVPD basis.

Geometry as XYZ:
```
66
Properties=species:S:1:pos:R:3:forces:R:3
C 3.52170 -0.16316 0.72351 -0.376 -1.092 -0.788
C 3.09068 -0.26890 -0.77454 -0.057 0.137 -1.209
C 4.09744 -0.17658 -1.83488 -3.040 -0.374 -0.708
C 3.60382 -0.27452 -3.21068 -0.532 -0.192 1.631
C 2.20112 -0.46776 -3.49811 0.109 -0.054 1.218
C 1.16319 -0.58201 -2.44850 3.405 0.128 -0.195
C -0.27331 -0.83580 -2.94476 0.327 0.653 -0.613
C -1.45411 0.01112 -2.24689 -1.103 -1.232 -1.825
C -2.53320 -0.02599 -3.39952 1.877 0.550 2.732
N -3.40178 -0.04889 -4.13566 -0.540 -0.120 -1.051
C -1.09284 1.53341 -2.13094 1.844 0.725 -1.089
F -0.14276 1.86441 -1.18262 -1.410 -0.800 -0.285
F -0.43556 1.83619 -3.33440 -0.911 -0.455 1.338
C -2.25384 2.60111 -2.04095 -1.063 1.287 -2.015
F -2.51947 3.00448 -3.35387 0.446 -0.644 1.517
F -3.46367 2.16792 -1.58316 1.617 0.000 0.241
C -1.86915 3.97636 -1.33736 -0.475 1.181 -1.033
F -2.86801 4.85786 -1.72524 0.849 -1.342 0.718
F -0.71878 4.52786 -1.85581 -1.102 -1.273 0.882
C -1.82955 4.01546 0.22838 0.511 2.145 2.534
F -2.67608 3.18962 0.88543 0.845 0.362 -1.250
F -0.57698 3.86402 0.76954 -1.493 -0.414 -1.211
F -2.19731 5.29832 0.59775 0.358 -1.536 -0.613
C -2.08158 -0.72901 -0.98871 0.533 -1.990 1.775
C -1.20228 -1.93062 -0.46429 -0.899 3.045 -1.716
N -0.38816 -2.69004 -0.22195 0.408 -1.271 0.326
C -2.32982 0.12116 0.31419 -0.901 0.676 1.198
O -2.13077 -0.72057 1.48098 -0.108 -0.820 -1.405
O -1.82617 0.21008 2.47158 0.521 1.644 1.289
P -3.74720 -1.64708 -1.30493 -2.558 -1.285 1.197
O -3.94544 -2.55972 0.09598 1.340 0.467 -2.185
O -3.61116 -2.81064 -2.49706 1.553 1.850 1.545
S -5.29212 -0.52453 -1.40215 0.545 -0.090 -0.219
C 1.67239 -0.48176 -1.09440 0.820 0.268 -1.055
H 2.68487 -0.60129 1.33780 0.860 0.742 -0.367
H 4.39454 -0.86274 0.85148 -0.669 0.910 0.074
H 3.78766 0.87731 1.03342 -0.258 -0.901 -0.206
H 5.18528 -0.04801 -1.63490 -1.110 -0.094 -0.039
H 4.35998 -0.22667 -4.03238 -0.974 -0.031 0.688
H 1.90407 -0.56625 -4.57170 0.217 0.165 1.071
H -0.29257 -0.51379 -4.02642 0.112 -0.220 1.191
H -0.54330 -1.93087 -3.01866 0.178 1.083 0.629
H -3.38174 0.51285 0.41770 0.964 -0.376 -0.719
H -1.65084 0.99285 0.47306 -0.169 -0.818 -0.648
H -1.80682 -0.25016 3.32984 -0.279 -0.502 -0.719
H -3.41905 -3.38103 0.01082 -0.258 0.286 0.273
H -2.68425 -2.73441 -2.81498 -0.633 -0.533 -0.263
H 0.96329 -0.54280 -0.24390 0.710 0.059 -0.601
C 3.46311 2.58668 3.91737 0.106 0.224 -0.116
O 4.35852 2.89565 2.85623 0.035 0.000 -0.076
H 3.28639 1.51257 3.92479 0.053 0.059 -0.034
H 3.90282 2.88646 4.87244 -0.160 -0.094 0.115
H 2.51377 3.10763 3.76429 -0.091 -0.088 0.162
H 4.49948 3.84855 2.86894 0.040 -0.145 -0.090
C 0.21120 -6.81519 0.27009 0.070 0.335 -0.066
O 0.32763 -6.05904 -0.92710 -0.004 0.067 -0.060
H -0.01006 -7.84891 0.00912 0.013 0.078 -0.067
H 1.15068 -6.77747 0.82754 -0.078 -0.139 0.149
H -0.60063 -6.41701 0.88494 0.025 -0.155 0.153
H 0.52285 -5.14880 -0.67163 -0.066 -0.070 -0.098
C 0.38359 0.91001 5.36659 0.172 0.103 0.320
O 1.59274 0.33385 5.84246 0.024 -0.028 -0.039
H 0.05053 0.34775 4.49504 0.170 0.002 0.022
H -0.38401 0.86047 6.14348 -0.146 0.082 -0.123
H 0.55366 1.95084 5.07974 -0.221 0.007 -0.106
H 1.86871 0.84557 6.61085 0.032 -0.140 -0.086
```
Positions in Å, forces in eV/Å.

* SMILES: Cc1cccc(C[C@](C#N)(C(F)(F)C(F)(F)C(F)(F)C(F)(F)F)[C@@](C#N)(COO)P(O)(O)=S)c1.CO.CO.CO
* energy: -3052.014738 hartree
* E_HOMO: -9.12 eV
* charge: 0
* frontier orbital gap: 9.23 eV